No. 1
26
Properties=species:S:1:pos:R:3:nbo_charge:R:1 method="wB97M-V/def2-TZVPD" lumo_energy_ev=-3.3 total_charge=+1 smiles="NC[C@H]1CC=C[C@@H]([N+](=O)[O-])[C@@H]1[NH3+]" energy_ev=-16040.738 homo_energy_ha=-0.491
C -1.61 0.42 -1.78 -0.107
C -2.27 0.59 -0.60 -0.251
C -0.14 0.14 -1.90 -0.446
C -1.62 0.41 0.71 -0.148
C 0.58 0.35 -0.61 -0.284
C -0.13 -0.40 0.49 -0.020
C 2.09 0.04 -0.82 -0.215
N 0.68 -0.50 1.70 -0.718
N -2.47 -0.52 1.50 0.511
N 2.73 0.05 0.51 -0.830
O -3.04 -1.41 0.96 -0.295
O -2.32 -0.35 2.74 -0.415
H -2.03 0.36 -2.75 0.229
H -3.39 0.77 -0.48 0.255
H -0.01 -0.88 -2.30 0.233
H 0.18 0.79 -2.69 0.247
H -1.60 1.36 1.27 0.256
H 0.46 1.35 -0.31 0.214
H -0.31 -1.47 0.08 0.243
H 2.69 0.75 -1.45 0.232
H 2.30 -1.05 -1.25 0.218
H 0.54 0.31 2.23 0.419
H 0.38 -1.33 2.13 0.436
H 1.73 -0.44 1.40 0.442
H 2.92 1.02 0.78 0.387
H 3.66 -0.37 0.44 0.409


No. 2
230
Properties=species:S:1:pos:R:3:mulliken_charge:R:1 method="wB97M-V/def2-TZVPD" lumo_energy_ev=-4.6 total_charge=+2 energy_ev=-165809.128 homo_energy_ha=-0.336
C 3.78 -21.20 9.17 -0.770
O 4.40 -22.21 8.36 -0.286
C 4.39 -23.46 8.91 -0.606
C 5.46 -24.42 8.32 -0.728
N 6.81 -23.89 8.83 -0.104
H 6.72 -23.86 9.83 0.304
H 7.48 -24.63 8.68 0.428
C 7.22 -22.53 8.20 -0.373
C 8.78 -22.44 8.30 -0.884
O 9.28 -23.46 7.44 -0.236
C 10.62 -23.80 7.37 -0.782
H 2.71 -21.37 9.30 0.299
H 3.97 -20.24 8.69 0.222
H 4.30 -21.20 10.13 0.390
H 3.44 -23.98 8.74 0.419
H 4.54 -23.38 9.98 0.446
H 5.39 -24.51 7.23 0.323
H 5.37 -25.41 8.77 0.482
H 6.81 -21.76 8.84 0.324
H 6.88 -22.39 7.17 0.346
H 9.15 -22.51 9.32 0.452
H 9.12 -21.44 8.03 0.459
H 10.82 -24.48 6.54 0.165
H 10.89 -24.36 8.26 0.368
H 11.25 -22.92 7.23 0.323
C 20.74 -31.41 8.15 -0.622
O 21.29 -30.16 7.95 -0.383
C 22.10 -30.08 6.81 -0.560
C 21.29 -29.81 5.53 -0.656
N 20.22 -28.71 5.87 -0.103
H 19.93 -28.85 6.83 0.412
H 20.68 -27.82 5.82 0.387
C 18.99 -28.89 4.97 -0.821
C 18.05 -29.96 5.53 -0.424
O 17.75 -29.82 6.89 -0.370
C 16.73 -28.79 7.11 -0.688
H 20.26 -31.74 7.23 0.242
H 20.09 -31.41 9.02 0.249
H 21.49 -32.19 8.29 0.345
H 22.74 -30.95 6.85 0.436
H 22.79 -29.25 7.00 0.296
H 20.76 -30.66 5.11 0.326
H 21.91 -29.49 4.69 0.424
H 19.40 -29.11 3.98 0.363
H 18.61 -27.88 4.88 0.478
H 18.49 -30.96 5.41 0.288
H 17.11 -30.00 4.99 0.484
H 17.28 -27.85 7.15 0.302
H 16.23 -28.94 8.07 0.251
H 16.01 -28.85 6.29 0.346
C 0.34 -15.54 6.15 -0.743
O -0.91 -15.64 5.58 -0.356
C -1.92 -16.37 6.25 -0.398
C -3.13 -16.39 5.33 -0.860
N -3.63 -14.95 5.03 -0.108
H -2.78 -14.45 4.86 0.372
H -4.21 -15.05 4.21 0.383
C -4.46 -14.25 6.14 -0.688
C -3.70 -13.03 6.73 -0.407
O -3.14 -12.16 5.73 -0.364
C -2.48 -11.03 6.35 -0.759
H 0.90 -14.77 5.63 0.252
H 0.81 -16.51 6.02 0.290
H 0.26 -15.24 7.19 0.318
H -2.13 -15.76 7.13 0.188
H -1.66 -17.38 6.57 0.534
H -3.95 -16.90 5.84 0.555
H -2.87 -16.78 4.35 0.370
H -4.82 -14.97 6.87 0.342
H -5.26 -13.83 5.53 0.402
H -2.92 -13.46 7.36 0.281
H -4.37 -12.50 7.40 0.490
H -1.82 -10.59 5.60 0.268
H -1.86 -11.26 7.22 0.318
H -3.26 -10.31 6.59 0.316
C 7.41 -20.20 3.61 -0.808
O 8.13 -21.21 3.01 -0.267
C 9.03 -20.79 1.99 -0.563
C 9.95 -21.91 1.51 -0.634
N 9.04 -23.08 1.18 -0.151
H 8.52 -23.30 2.01 0.429
H 8.33 -22.86 0.50 0.377
C 9.67 -24.43 0.73 -0.803
C 9.80 -25.29 1.94 -0.446
O 8.47 -25.51 2.55 -0.383
C 8.41 -26.65 3.28 -0.791
H 6.49 -20.73 3.85 0.231
H 7.09 -19.48 2.87 0.391
H 7.98 -19.73 4.41 0.276
H 9.61 -19.95 2.36 0.454
H 8.42 -20.44 1.16 0.394
H 10.59 -22.29 2.32 0.339
H 10.56 -21.67 0.64 0.392
H 10.58 -24.19 0.18 0.415
H 9.05 -24.83 -0.08 0.383
H 10.59 -24.93 2.59 0.377
H 10.07 -26.28 1.58 0.466
H 9.30 -26.81 3.88 0.390
H 8.36 -27.51 2.60 0.308
H 7.57 -26.52 3.97 0.222
C 1.49 -28.89 2.79 -0.818
O 1.52 -28.19 1.55 -0.256
C 2.60 -28.45 0.76 -0.758
C 2.22 -28.17 -0.72 -0.670
N 1.02 -29.03 -1.07 -0.112
H 1.17 -30.01 -0.89 0.406
H 0.30 -28.69 -0.45 0.331
C 0.54 -28.70 -2.49 -0.780
C 1.55 -29.03 -3.63 -0.459
O 1.65 -30.46 -3.76 -0.331
C 2.73 -30.81 -4.54 -0.832
H 1.49 -29.98 2.85 0.353
H 0.54 -28.63 3.27 0.211
H 2.18 -28.52 3.54 0.360
H 2.87 -29.50 0.80 0.369
H 3.47 -27.92 1.14 0.476
H 3.04 -28.47 -1.38 0.393
H 2.07 -27.14 -1.04 0.483
H 0.23 -27.66 -2.45 0.435
H -0.37 -29.27 -2.70 0.389
H 2.52 -28.52 -3.60 0.433
H 1.06 -28.74 -4.56 0.414
H 3.75 -30.90 -4.14 0.307
H 2.69 -30.30 -5.50 0.355
H 2.48 -31.81 -4.91 0.301
C -1.21 -22.24 2.73 -0.810
O -1.95 -22.67 3.86 -0.297
C -1.38 -23.87 4.33 -0.663
C -2.35 -24.67 5.27 -0.486
N -3.83 -24.48 4.72 -0.214
H -3.97 -23.54 4.39 0.415
H -3.88 -25.10 3.92 0.393
C -4.90 -25.05 5.69 -0.615
C -4.74 -26.63 5.89 -0.676
O -4.36 -27.35 4.71 -0.389
C -3.69 -28.58 4.95 -0.665
H -0.24 -21.81 3.00 0.334
H -1.73 -21.37 2.32 0.266
H -1.11 -22.94 1.90 0.329
H -0.41 -23.62 4.76 0.479
H -1.11 -24.55 3.52 0.342
H -2.29 -24.36 6.32 0.468
H -2.21 -25.74 5.17 0.239
H -5.86 -24.75 5.27 0.448
H -4.85 -24.69 6.72 0.301
H -5.70 -27.10 6.10 0.426
H -3.96 -26.77 6.64 0.528
H -2.68 -28.37 5.28 0.291
H -3.60 -29.15 4.03 0.230
H -4.27 -29.11 5.70 0.327
C -4.12 -11.48 17.44 -0.738
O -4.09 -12.41 16.39 -0.333
C -4.16 -11.88 15.08 -0.562
C -4.12 -13.03 14.13 -0.667
N -2.82 -13.82 14.30 -0.146
H -1.99 -13.27 14.15 0.361
H -2.79 -14.07 15.28 0.425
C -2.67 -15.16 13.58 -0.589
C -1.23 -15.46 13.32 -0.623
O -0.60 -15.36 14.64 -0.310
C 0.79 -15.64 14.71 -0.731
H -4.88 -10.72 17.30 0.289
H -3.15 -10.99 17.42 0.322
H -4.12 -11.87 18.46 0.272
H -3.40 -11.13 14.87 0.400
H -5.12 -11.37 15.04 0.448
H -4.01 -12.79 13.07 0.411
H -4.92 -13.75 14.30 0.351
H -3.22 -15.18 12.64 0.397
H -3.19 -15.86 14.24 0.334
H -0.69 -14.71 12.74 0.373
H -1.20 -16.44 12.86 0.456
H 1.42 -15.15 13.97 0.308
H 1.00 -16.69 14.51 0.299
H 1.09 -15.37 15.72 0.250
C -4.50 -27.07 15.98 -0.791
O -4.41 -25.73 15.47 -0.319
C -4.69 -25.63 14.07 -0.583
C -4.59 -24.22 13.48 -0.673
N -3.32 -23.33 13.90 -0.262
H -3.44 -22.43 13.46 0.375
H -3.28 -23.17 14.90 0.454
C -1.88 -23.81 13.69 -0.679
C -0.91 -22.82 14.47 -0.554
O -1.33 -22.73 15.82 -0.297
C -0.58 -21.80 16.60 -0.871
H -4.01 -27.25 16.94 0.292
H -3.96 -27.77 15.34 0.327
H -5.51 -27.49 16.04 0.313
H -5.68 -26.04 13.89 0.476
H -4.07 -26.36 13.54 0.457
H -5.44 -23.60 13.77 0.386
H -4.57 -24.29 12.39 0.356
H -1.87 -23.90 12.61 0.464
H -1.86 -24.81 14.12 0.306
H -0.87 -21.82 14.04 0.381
H 0.11 -23.17 14.53 0.470
H 0.51 -21.78 16.66 0.348
H -0.88 -21.81 17.65 0.307
H -0.86 -20.78 16.36 0.316
B -0.68 -28.02 10.30 0.546
F -1.40 -26.93 9.84 -0.431
F 0.46 -27.65 10.79 -0.310
F -1.35 -28.61 11.30 -0.371
F -0.45 -28.92 9.25 -0.432
B 6.48 -22.36 13.84 0.611
F 6.30 -23.64 13.27 -0.430
F 6.95 -22.37 15.13 -0.368
F 7.42 -21.73 13.08 -0.387
F 5.26 -21.72 13.75 -0.410
B 15.67 -25.42 1.00 0.587
F 15.72 -26.30 -0.07 -0.390
F 14.75 -24.42 0.71 -0.398
F 15.35 -26.10 2.18 -0.410
F 16.93 -24.88 1.13 -0.388
B 17.15 -23.33 11.43 0.581
F 17.35 -24.00 12.56 -0.359
F 18.03 -23.90 10.51 -0.438
F 15.84 -23.43 10.98 -0.415
F 17.40 -22.03 11.59 -0.370
B -4.64 -20.19 9.34 0.576
F -5.66 -20.63 10.18 -0.398
F -3.43 -20.62 9.73 -0.386
F -4.80 -20.59 8.09 -0.365
F -4.68 -18.80 9.25 -0.423
B 9.61 -28.92 9.26 0.574
F 10.28 -27.83 9.66 -0.369
F 8.50 -28.56 8.49 -0.428
F 10.34 -29.82 8.58 -0.373
F 9.21 -29.56 10.43 -0.399


No. 3
35
Properties=species:S:1:pos:R:3:nbo_charge:R:1 method="wB97M-V/def2-TZVPD" lumo_energy_ev="3.7 / 3.0" total_charge=-2 multiplicity=4 s_squared=3.790 energy_ev=-147556.709 homo_energy_ha="-0.066 / -0.065"
V -1.60 2.91 -0.41 1.543
N -3.26 2.91 1.04 -0.853
C -2.53 1.66 1.42 0.706
O -2.00 1.17 0.23 -0.763
C -1.37 2.08 2.38 -0.461
C -0.71 3.30 1.54 -0.768
H -3.94 2.63 0.39 0.385
H -3.83 3.38 1.73 0.399
H -0.70 1.16 2.54 0.231
H -1.78 2.42 3.32 0.193
H 0.38 3.19 1.46 0.205
H -1.03 4.26 1.96 0.196
Te 0.46 -0.54 -6.13 0.042
Te 1.74 -2.12 -4.66 -0.210
Te -2.02 2.28 -4.71 -0.685
Te -1.97 -0.40 -4.68 -0.105
O -1.66 -4.39 0.01 -0.579
N -0.75 -3.56 -0.16 0.109
C 0.40 -3.78 -0.92 -0.064
C 1.42 -2.83 -1.13 -0.180
C 1.24 -1.56 -0.60 -0.197
C 0.12 -1.33 0.15 -0.213
C -0.85 -2.32 0.38 -0.033
H 0.58 -4.83 -1.05 0.202
H 2.37 -3.17 -1.46 0.243
H 2.09 -0.88 -0.69 0.252
H -0.07 -0.46 0.78 0.222
H -1.68 -2.17 1.12 0.218
F -1.86 4.43 -1.37 -0.647
As 4.92 -0.41 0.98 1.868
F -3.37 0.72 2.15 -0.402
F 4.92 -1.32 2.46 -0.663
F 6.30 -1.07 -0.13 -0.686
F 3.87 -1.93 0.18 -0.775
F 6.19 0.56 1.88 -0.730